Density functional theory data (ωB97M-V with the def2-TZVPD basis set) for an isolated molecule of C5H8O2.

Calculated values
HOMO energy = -9.87 eV
gap between HOMO and LUMO = 9.43 eV
lowest unoccupied orbital energy = -0.44 eV
SMILES = CCCC(=O)C=O
spin multiplicity = 1

CARTESIAN COORDINATES (ANGSTROEM)
C 0.751 2.028 0.535
C -0.024 0.787 0.967
C -0.506 -0.058 -0.218
C -0.133 -1.514 -0.124
O 0.348 -2.061 0.844
C -0.378 -2.379 -1.362
O -0.803 -1.945 -2.402
H 1.649 1.750 -0.031
H 1.072 2.606 1.406
H 0.149 2.682 -0.104
H -0.888 1.087 1.569
H 0.604 0.169 1.619
H -1.600 -0.021 -0.317
H -0.131 0.314 -1.180
H -0.110 -3.444 -1.204



Density functional theory data (ωB97M-V with the def2-TZVPD basis set) for a structure of composition C5H8O2 in a non-equilibrium geometry.

Calculated values
HOMO energy = -8.09 eV
gap between HOMO and LUMO = 8.50 eV
lowest unoccupied orbital energy = 0.40 eV
spin multiplicity = 1

CARTESIAN COORDINATES (ANGSTROEM)
O 2.497 0.465 0.074
C 1.190 0.411 0.588
C 0.097 1.054 -0.261
C -0.898 -0.096 0.091
O -1.922 0.131 1.009
C -1.077 -0.983 -1.014
C 0.335 -0.837 0.494
H 3.071 -0.010 0.690
H 1.183 0.844 1.611
H -0.306 2.022 0.016
H 0.426 1.014 -1.303
H -2.700 0.379 0.497
H -1.882 -1.729 -0.956
H -0.681 -0.810 -2.001
H 0.666 -1.856 0.467



Density functional theory data (ωB97M-V with the def2-TZVPD basis set) for a cluster of 2 separate species, C5H8O2 in total in a non-equilibrium geometry.

Calculated values
HOMO energy (alpha / beta) = -6.93 / -6.98 eV
gap between HOMO and LUMO (alpha / beta) = 7.83 / 7.81 eV
lowest unoccupied orbital energy (alpha / beta) = 0.90 / 0.84 eV
spin multiplicity = 1

CARTESIAN COORDINATES (ANGSTROEM)
C 1.557 -1.293 1.355
C 0.299 -1.711 1.335
C 0.782 -1.106 0.126
C -1.254 1.038 -1.209
C -0.067 1.409 -0.297
O 0.754 -1.774 -1.119
O -0.359 1.793 1.000
H 2.473 -1.101 1.897
H -0.456 -2.281 1.927
H -1.991 0.563 -0.736
H -0.924 0.246 -1.837
H -1.518 2.062 -1.681
H 0.732 1.966 -0.585
H 0.862 -1.066 -1.712
H -0.888 1.254 1.535



Density functional theory data (ωB97M-V with the def2-TZVPD basis set) for a structure of composition C5H8O2 in a non-equilibrium geometry.

Calculated values
HOMO energy = -9.50 eV
gap between HOMO and LUMO = 9.39 eV
lowest unoccupied orbital energy = -0.11 eV
spin multiplicity = 1

CARTESIAN COORDINATES (ANGSTROEM)
C 1.588 -0.646 0.466
C -0.324 1.749 -0.366
C -0.614 0.298 -0.124
C 0.479 -0.684 -0.552
C -1.733 -0.158 0.421
O 1.624 -1.597 1.275
O 0.139 -2.027 -0.514
H 0.760 -2.322 0.599
H 2.403 0.082 0.436
H 0.876 -0.367 -1.530
H -0.205 1.944 -1.435
H -1.128 2.379 0.013
H 0.598 2.064 0.128
H -1.929 -1.220 0.474
H -2.535 0.506 0.709



Density functional theory data (ωB97M-V with the def2-TZVPD basis set) for a structure of composition C5H8O2.

Calculated values
HOMO energy = -7.55 eV
gap between HOMO and LUMO = 8.51 eV
lowest unoccupied orbital energy = 0.96 eV
spin multiplicity = 1

CARTESIAN COORDINATES (ANGSTROEM)
O -1.112 -1.945 -1.624
C -0.305 -0.325 -1.522
C -0.113 -0.390 -0.117
O 1.222 -0.570 0.416
C 0.881 0.293 1.495
C 0.579 1.679 1.032
C -0.484 0.600 0.953
H -0.462 -2.615 -1.905
H 0.531 -0.477 -2.202
H -1.137 0.245 -1.924
H -0.861 -1.655 -0.508
H 1.218 0.018 2.489
H 1.048 2.060 0.127
H 0.432 2.412 1.822
H -1.437 0.669 1.468



Density functional theory data (ωB97M-V with the def2-TZVPD basis set) for an isolated molecule of C5H8O2.

Calculated values
HOMO energy = -9.40 eV
gap between HOMO and LUMO = 10.37 eV
lowest unoccupied orbital energy = 0.97 eV
SMILES = O[C@H]1CC2(CC2)O1
spin multiplicity = 1

CARTESIAN COORDINATES (ANGSTROEM)
O 2.339 0.826 -0.980
C 1.581 0.666 0.167
C 0.074 1.172 -0.076
C -0.241 -0.284 0.175
C -1.106 -1.270 -0.515
C -1.343 -0.905 0.942
O 1.101 -0.646 0.434
H 1.700 1.053 -1.661
H 2.276 0.899 0.989
H -0.170 1.488 -1.109
H -0.428 1.885 0.588
H -1.818 -0.952 -1.270
H -0.617 -2.221 -0.705
H -2.208 -0.291 1.177
H -1.050 -1.618 1.706



Density functional theory data (ωB97M-V with the def2-TZVPD basis set) for a structure of composition C5H8O2 in a non-equilibrium geometry.

Calculated values
HOMO energy = -8.48 eV
gap between HOMO and LUMO = 8.62 eV
lowest unoccupied orbital energy = 0.14 eV
spin multiplicity = 1

CARTESIAN COORDINATES (ANGSTROEM)
O -1.941 -0.891 -1.760
C -0.580 -0.662 -1.491
C -0.345 0.395 -0.520
C -0.079 -0.137 1.564
C 1.042 0.865 1.355
C 0.928 0.967 -0.173
O 1.710 1.431 -0.990
H -1.991 -1.596 -2.423
H -0.040 -0.257 -2.365
H -0.065 -1.601 -1.228
H -0.961 0.273 0.591
H -0.784 0.068 2.380
H 0.222 -1.185 1.549
H 2.026 0.501 1.670
H 0.858 1.830 1.840



Density functional theory data (ωB97M-V with the def2-TZVPD basis set) for an isolated molecule of C5H8O2.

Calculated values
HOMO energy = -9.00 eV
gap between HOMO and LUMO = 9.86 eV
lowest unoccupied orbital energy = 0.86 eV
SMILES = O[C@H]1C[C@@]2(O)C[C@@H]12
spin multiplicity = 1

CARTESIAN COORDINATES (ANGSTROEM)
O 2.106 0.172 -0.626
C 1.153 0.364 0.401
C 0.030 1.336 -0.042
C -0.948 0.168 0.019
O -2.229 0.335 0.524
C -0.503 -1.023 -0.764
C 0.107 -0.742 0.590
H 2.539 -0.676 -0.465
H 1.638 0.649 1.340
H -0.208 2.049 0.752
H 0.210 1.875 -0.980
H -2.766 -0.413 0.234
H -1.187 -1.868 -0.827
H 0.134 -0.903 -1.638
H -0.075 -1.324 1.482